Computed, not measured: a molecular structure, C34H35O3PS5Y, with ωB97M-V with the def2-TZVPD basis set.

Geometry as ORCA input:
```
! RIJCOSX wB97M-V def2-TZVPD def2/J DEFGRID3
* xyz 1 1
Y -0.245 0.164 0.064
C 2.241 -1.426 -3.076
C 2.205 -2.314 -1.841
S 0.503 -2.525 -1.233
C 0.806 -3.693 0.125
C 1.905 -3.288 1.100
S 1.604 -1.629 1.779
C 3.279 -0.916 1.794
C 3.260 0.604 1.740
S 2.526 1.342 0.256
C 3.769 0.880 -0.989
C 3.236 1.135 -2.390
S 1.689 0.284 -2.804
H 1.584 -1.829 -3.847
H 3.251 -1.406 -3.489
H 2.812 -1.881 -1.047
H 2.590 -3.307 -2.082
H 1.043 -4.665 -0.307
H -0.151 -3.788 0.639
H 2.882 -3.310 0.620
H 1.928 -4.006 1.919
H 3.842 -1.334 0.959
H 3.775 -1.222 2.715
H 4.282 0.978 1.820
H 2.683 1.011 2.567
H 4.051 -0.165 -0.867
H 4.655 1.491 -0.818
H 3.998 0.880 -3.127
H 3.005 2.195 -2.516
O -1.631 -0.157 1.815
S -0.899 0.577 2.901
O -0.746 -0.167 4.104
O 0.364 1.025 2.247
C -1.792 2.073 3.239
C -2.308 2.234 4.512
C -2.955 3.415 4.844
C -3.071 4.425 3.902
C -2.556 4.249 2.624
C -1.908 3.071 2.270
P -1.332 2.823 0.548
C 0.055 3.969 0.320
C 0.722 4.586 1.370
C 1.868 5.329 1.120
C 2.352 5.456 -0.173
C 1.691 4.832 -1.225
C 0.552 4.083 -0.982
C -2.709 3.497 -0.420
C -2.774 4.825 -0.833
C -3.874 5.274 -1.549
C -4.907 4.401 -1.857
C -4.842 3.075 -1.452
C -3.744 2.620 -0.740
H -2.189 1.436 5.233
H -3.361 3.543 5.838
H -3.568 5.352 4.154
H -2.673 5.036 1.889
H 0.350 4.488 2.384
H 2.380 5.815 1.941
H 3.240 6.043 -0.364
H 2.062 4.935 -2.238
H 0.043 3.582 -1.799
H -1.965 5.509 -0.604
H -3.921 6.307 -1.868
H -5.762 4.752 -2.420
H -5.640 2.389 -1.703
H -3.680 1.578 -0.449
C -1.322 0.542 -1.887
C -1.902 0.976 -2.869
C -2.564 1.507 -4.019
C -2.881 2.867 -4.069
C -3.530 3.390 -5.175
C -3.875 2.566 -6.237
C -3.569 1.213 -6.190
C -2.919 0.682 -5.089
H -2.626 3.504 -3.230
H -3.773 4.445 -5.205
H -4.384 2.977 -7.099
H -3.841 0.568 -7.015
H -2.681 -0.373 -5.044
*
```

Kohn-Sham gap   7.9784 eV
LUMO level   -0.0835 Ha
HOMO   -10.3 eV
Energy relative to the best compared isomer or geometry (same formula, charge and spin)   0.0 kcal/mol